[1]
Molecular formula: C9H18NO2
Method: DFT, ωB97M-V with the def2-TZVPD basis set

Last column: Löwdin charge in e.
Element x y z (Å)
1 C -0.25737 1.00299 -1.79671  0.11
2 C 0.17148 -0.29616 -2.05564  -0.28
3 C 0.21601 -0.86796 -3.42994  0.00
4 C -2.54853 1.23898 0.31896  -0.09
5 C 2.29906 -0.65575 1.62670  -0.01
6 C 0.34006 -1.06715 3.17893  0.00
7 C -0.20976 1.66454 -0.50759  -0.17
8 C -1.55624 2.31150 -0.10528  -0.22
9 C 1.07532 -1.46168 1.94112  -0.46
10 N 0.50547 -1.00966 -0.98495  0.11
11 O 0.88315 -2.23595 -1.20058  0.11
12 O 0.73606 -2.43197 1.29254  0.05
13 H -0.66965 1.56276 -2.62809  0.15
14 H 1.24542 -1.12113 -3.68683  0.10
15 H -0.17347 -0.17395 -4.16666  0.09
16 H -0.35246 -1.79751 -3.46316  0.10
17 H -3.49074 1.71003 0.59050  0.08
18 H -2.73486 0.52919 -0.48285  0.08
19 H -2.18463 0.69458 1.18800  0.07
20 H 2.28461 0.31190 2.12012  0.09
21 H 2.44702 -0.53362 0.55602  0.07
22 H 3.15647 -1.21316 2.00856  0.11
23 H 1.00409 -1.18044 4.03573  0.11
24 H -0.53282 -1.69915 3.32301  0.10
25 H 0.04174 -0.02064 3.14232  0.09
26 H 0.15023 0.99103 0.27093  0.10
27 H 0.49950 2.49735 -0.61859  0.16
28 H -1.95367 2.89360 -0.93552  0.11
29 H -1.37472 2.99142 0.72731  0.12
30 H 0.98322 -2.63398 -0.25835  0.11

Computed properties:
E_tot in eV: -15200.89400
Highest occupied orbital energy in eV: -13.9
ΔE to the lowest compared entry with this formula, charge and spin in kcal per mole: 56.8
Orbital gap in eV: 7.6110
Total charge: +1
LUMO level in Ha: -0.23020

[2]
Molecular formula: C9H18NS
Method: DFT, ωB97M-V with the def2-TZVPD basis set

Last column: Löwdin charge in e.
Element x y z (Å)
1 C 2.32082 1.23704 1.57621  -0.64
2 C 2.75214 1.57738 0.40781  -0.16
3 C 1.78697 1.89372 -0.73449  -0.09
4 C 0.96462 0.54230 -0.91472  -0.11
5 C -0.31851 -0.98764 0.44604  -0.15
6 C -0.23703 -3.32918 -0.71337  -0.04
7 C -2.44682 1.10732 0.98161  -0.05
8 C -0.76824 -1.82403 -0.73658  -0.19
9 C -1.40895 1.09741 -0.10781  -0.17
10 N -0.09022 0.47474 0.12274  -0.11
11 S 1.64529 0.98192 3.00755  0.81
12 H 3.78674 1.37538 0.28742  0.12
13 H 0.71381 -1.20533 0.87032  0.14
14 H 0.99923 2.73087 -0.49256  0.16
15 H 2.41151 2.14747 -1.50112  0.08
16 H 0.61132 0.52180 -1.87908  0.10
17 H 1.71028 -0.27623 -0.59415  0.17
18 H -0.98175 -1.03886 1.32189  0.12
19 H 0.73723 -3.37712 -1.02391  0.04
20 H -0.74393 -3.89304 -1.53043  0.10
21 H -0.40171 -3.77106 0.26082  0.08
22 H -2.48303 0.21483 1.63848  0.09
23 H -2.17500 1.84838 1.67355  0.07
24 H -3.44227 1.27430 0.65364  0.09
25 H -1.80014 -1.51991 -0.84726  0.10
26 H -0.28413 -1.47138 -1.65414  0.10
27 H -1.36475 2.10869 -0.35271  0.11
28 H -1.92151 0.56355 -0.96997  0.15
29 H 0.42801 0.99668 0.80424  0.06

Computed properties:
SMILES: CCC[N@H+](CC)CCC=C=S
E_tot in eV: -21940.66912
Highest occupied orbital energy in eV: -12.3
ΔE to the lowest compared entry with this formula, charge and spin in kcal per mole: 63.9
Orbital gap in eV: 8.2719
Total charge: +1
LUMO level in Ha: -0.14882

[3]
Molecular formula: C9H18O2
Method: DFT, ωB97M-V with the def2-TZVPD basis set

Last column: Löwdin charge in e.
Element x y z (Å)
1 C -1.41027 1.95692 -1.39021  -0.06
2 C -1.31035 3.47248 -1.25646  -0.43
3 C -2.29687 3.99855 -0.21625  -0.22
4 C 1.24341 -0.31083 -0.28902  -0.11
5 C 0.47259 -1.56323 0.12617  -0.27
6 C 1.40530 -2.71240 0.24020  -0.13
7 C 1.54126 -3.47377 1.33221  -0.14
8 C 2.51484 -4.54074 1.49215  -0.19
9 C 2.71676 -5.10231 2.69017  0.00
10 H -1.28668 1.44795 -0.44128  0.07
11 H -2.37164 1.66114 -1.83190  0.09
12 H -0.61824 1.59244 -2.06175  0.08
13 H -0.29988 3.74038 -0.94122  0.14
14 H -2.50047 4.11796 -2.60659  0.10
15 H -2.13375 3.52993 0.76571  0.12
16 H -2.16414 5.07920 -0.12689  0.12
17 H -4.22889 4.07860 -0.16666  0.09
18 H 1.87658 0.03153 0.53007  0.07
19 H 0.58364 0.53157 -0.53784  0.03
20 H 1.90735 -0.53518 -1.15510  0.09
21 H -0.05612 -1.39134 1.08011  0.11
22 H -0.26085 -1.80300 -0.66672  0.12
23 H 2.02332 -2.90287 -0.63054  0.11
24 H 0.98366 -3.24874 2.22771  0.10
25 H 3.08253 -4.88625 0.60655  0.11
26 H 2.25465 -4.65897 3.55577  0.05
27 H 3.43356 -5.88729 2.87578  0.05
28 O -1.52881 4.12225 -2.49505  -0.03
29 O -3.57248 3.65601 -0.70912  -0.06

Computed properties:
SMILES: C[C@@H](O)CO.C=C/C=C/CC
E_tot in eV: -13718.36051
Highest occupied orbital energy in eV: -8.5
ΔE to the lowest compared entry with this formula, charge and spin in kcal per mole: 59.5
Orbital gap in eV: 9.1894
Total charge: 0
LUMO level in Ha: 0.02487

[4]
Molecular formula: C9H18O3S
Method: DFT, ωB97M-V with the def2-TZVPD basis set

Last column: Löwdin charge in e.
Element x y z (Å)
1 O 3.56050 -3.50614 1.12774  0.09
2 O 2.70014 -1.85093 -1.90007  -0.32
3 O 0.31318 -2.22761 -1.63510  -0.32
4 C 2.49783 -3.38241 0.53643  -0.45
5 C 1.76876 -4.59547 -0.00682  -0.01
6 C -3.63733 2.97635 1.01502  -0.13
7 C -2.39951 2.11094 0.87801  -0.27
8 C -1.37348 2.82165 -0.07843  -0.21
9 C 0.00649 2.13977 -0.13797  -0.23
10 C -0.11448 0.71104 -0.71928  -0.23
11 C 1.80256 -2.01845 0.54260  -0.18
12 C 1.32759 0.25053 -1.01299  -0.25
13 S 1.50159 -1.53325 -1.12302  0.67
14 H 2.05674 -4.72444 -1.08076  0.11
15 H 0.67016 -4.45169 0.06289  0.09
16 H 2.05750 -5.49788 0.54422  0.09
17 H -3.35119 3.99133 1.26725  0.07
18 H -4.35656 2.56320 1.73459  0.07
19 H -4.14953 3.02578 0.04183  0.08
20 H -1.97020 1.88513 1.86349  0.11
21 H -2.69743 1.15817 0.42398  0.10
22 H -1.77950 2.83519 -1.11384  0.12
23 H -1.17973 3.81075 0.32335  0.10
24 H 0.63499 2.74649 -0.78875  0.11
25 H 0.46263 2.11324 0.87603  0.12
26 H -0.70357 0.68602 -1.63140  0.12
27 H -0.58815 0.06537 0.05070  0.12
28 H 2.42289 -1.31985 1.04868  0.10
29 H 0.86081 -2.07527 1.04626  0.11
30 H 1.95739 0.58219 -0.18830  0.10
31 H 1.69890 0.71026 -1.96634  0.13

Computed properties:
SMILES: CCCCCCS(=O)(=O)CC(C)=O
E_tot in eV: -26601.86524
Highest occupied orbital energy in eV: -10.1
ΔE to the lowest compared entry with this formula, charge and spin in kcal per mole: 9.5
Orbital gap in eV: 10.5968
Total charge: 0
LUMO level in Ha: 0.01928

[5]
Molecular formula: C9H18OPV
Method: DFT, ωB97M-V with the def2-TZVPD basis set

Last column: Löwdin charge in e.
Element x y z (Å)
1 C 0.62797 -1.44951 -2.46814  -0.29
2 C -0.13070 -0.30165 -2.89802  -0.32
3 C 0.34524 0.98386 -2.51433  -0.21
4 C 1.54604 0.79035 -1.80726  -0.22
5 C 1.82929 -0.63751 -1.69724  -0.31
6 V -0.02057 -0.46078 -0.88146  0.49
7 P 1.42392 -2.58093 0.50902  0.71
8 H 0.47638 -2.46196 -2.95086  0.09
9 H -1.10054 -0.28367 -3.36667  0.09
10 H -0.16382 1.95304 -2.70300  0.12
11 H 2.84131 -1.21456 -1.37560  0.10
12 H 2.18106 1.51001 -1.29482  0.10
13 H 2.74721 -2.63515 0.84780  -0.16
14 H 1.71478 -3.24010 -0.78759  -0.07
15 H 1.12470 -3.63628 1.53986  -0.12
16 C 1.21007 0.40116 2.09622  -0.11
17 C -0.31450 0.22438 2.09064  -0.18
18 O -1.02816 0.27990 0.70763  -0.34
19 C -1.79499 1.54439 0.44956  -0.20
20 C -3.16107 1.37959 1.05488  -0.07
21 H 1.75768 0.21218 1.17364  0.03
22 H 1.52460 -0.30059 2.88337  0.08
23 H 1.38059 1.46497 2.29366  0.08
24 H -0.73587 -0.69445 2.57139  0.12
25 H -0.77079 1.05005 2.70376  0.12
26 H -1.16845 2.36435 0.85026  0.14
27 H -1.82441 1.53098 -0.64332  0.11
28 H -3.07924 1.56351 2.11896  0.07
29 H -3.74395 2.18378 0.66284  0.07
30 H -3.69379 0.46065 0.83483  0.09

Computed properties:
Multiplicity: 3
E_tot in eV: -46642.57266
Highest occupied orbital energy (spin up / spin down) in eV: -6.0 / -4.9
ΔE to the lowest compared entry with this formula, charge and spin in kcal per mole: 7.2
Orbital gap (spin up / spin down) in eV: 6.4874 / 5.4346
Total charge: 0
LUMO level (spin up / spin down) in Ha: 0.01901 / 0.01801

[6]
Molecular formula: C9H19AgCl8NiO5P
Method: DFT, ωB97M-V with the def2-TZVPD basis set

Last column: Löwdin charge in e.
Element x y z (Å)
1 Ag 2.49926 1.30948 3.76572  0.78
2 Ni 2.49719 1.54525 0.40469  0.50
3 P 4.52653 2.34802 2.13705  -0.01
4 O 4.98296 3.77219 1.84699  -0.28
5 O 4.28514 1.47429 0.91671  -0.44
6 O 3.02082 2.72493 2.19018  -0.38
7 O 4.52323 1.72947 3.55899  -0.43
8 C 0.52665 -0.61726 1.79924  -0.30
9 O 1.70975 0.15829 1.92440  -0.48
10 H -0.33856 -0.00663 1.54111  0.03
11 H 0.48399 -1.30426 0.95406  0.01
12 H 0.26938 -1.30647 2.60354  0.06
13 Cl 0.19739 -1.04404 -1.99739  0.61
14 C 0.70183 -0.33517 -3.50617  -0.63
15 C 1.54246 1.03104 -3.23568  -0.57
16 Cl 2.79418 0.77134 -1.97391  0.56
17 H -0.15936 -0.22532 -4.16525  0.06
18 H 1.36836 -1.00662 -4.04747  0.06
19 H 0.93459 1.81666 -2.78690  0.03
20 H 1.99441 1.42333 -4.14668  0.06
21 Cl -3.23001 1.68431 -1.78902  0.52
22 C -3.29143 -0.11366 -2.00227  -0.62
23 C -3.01114 -0.89156 -0.63672  -0.63
24 Cl -2.89842 -2.63177 -1.06177  0.54
25 H -2.65483 -0.33465 -2.85901  0.03
26 H -4.31852 -0.32692 -2.29843  0.05
27 H -3.74952 -0.70454 0.14298  0.05
28 H -2.06389 -0.61351 -0.17465  0.02
29 Cl 0.30905 -4.92000 -1.76502  0.54
30 C 0.45697 -4.10786 -0.20795  -0.74
31 C 0.33791 -5.04440 0.98956  -0.62
32 Cl -1.39008 -5.47951 1.26673  0.51
33 H -0.17032 -3.23385 -0.03268  0.01
34 H 1.45086 -3.66643 -0.28160  0.06
35 H 0.65526 -4.44598 1.84354  0.07
36 H 0.95804 -5.93892 0.93163  0.07
37 Cl -2.84493 4.88207 2.31655  0.51
38 C -2.01775 4.02086 1.00060  -0.67
39 C -1.71651 2.58598 1.39858  -0.70
40 Cl -3.13969 1.72976 1.98157  0.54
41 H -1.10934 4.58672 0.79393  0.07
42 H -2.56772 4.10131 0.06297  0.05
43 H -0.87407 2.59937 2.09011  0.07
44 H -1.48004 2.00474 0.50732  0.01

Computed properties:
Multiplicity: 5
E_tot in eV: -174388.42412
Highest occupied orbital energy (spin up / spin down) in eV: -1.7 / -5.9
Orbital gap (spin up / spin down) in eV: 3.9023 / 7.3612
Total charge: -1
LUMO level (spin up / spin down) in Ha: 0.08043 / 0.05537

[7]
Molecular formula: C9H19BClN2O6PS
Method: DFT, ωB97M-V with the def2-TZVPD basis set

Last column: Löwdin charge in e.
Element x y z (Å)
1 O 1.00022 3.04883 -0.14318  -0.44
2 S 0.54499 2.95526 -1.50701  0.91
3 O -0.87790 3.70823 -1.63316  -0.37
4 C -1.65199 3.90552 -0.42746  -0.13
5 B -2.84937 4.89618 -0.75604  -0.59
6 O -4.02129 4.83359 -0.02835  0.16
7 O -2.69715 5.82449 -1.76481  0.17
8 O 1.40996 4.08430 -2.41677  -0.64
9 P 1.91213 5.56365 -1.86122  0.53
10 O 0.82814 5.92597 -0.70599  -0.36
11 Cl 3.53084 5.01619 -0.66623  0.22
12 H -1.99145 2.96866 -0.00328  0.07
13 H -1.06472 4.39775 0.35403  0.11
14 H -4.05450 5.50590 0.66012  0.11
15 H -1.92490 6.38457 -1.62157  0.10
16 H 1.15638 5.72652 0.18323  0.04
17 C -0.59101 -1.48283 0.66452  -0.12
18 C -1.38421 -1.59587 1.96078  -0.26
19 C -2.52512 -0.57496 2.04832  -0.18
20 C -2.00961 0.79344 1.99398  -0.21
21 N -1.56440 1.85141 1.95314  0.18
22 H -0.10753 -0.50672 0.58277  0.07
23 H 0.18674 -2.24083 0.62371  0.04
24 H -1.23295 -1.62347 -0.20535  0.07
25 H -0.71661 -1.46311 2.81459  0.11
26 H -1.81134 -2.59701 2.04228  0.11
27 H -3.08328 -0.69200 2.97794  0.12
28 H -3.22277 -0.71211 1.22012  0.12
29 C 2.49028 -5.72262 0.81881  -0.11
30 C 2.76846 -6.03931 -0.64562  -0.26
31 C 2.65332 -4.80829 -1.55199  -0.19
32 C 1.30692 -4.23498 -1.50637  -0.22
33 N 0.24660 -3.79591 -1.47097  0.16
34 H 1.46994 -5.36265 0.95921  0.07
35 H 2.61237 -6.61394 1.43376  0.07
36 H 3.17523 -4.95936 1.19315  0.08
37 H 2.07573 -6.80818 -0.99227  0.11
38 H 3.77525 -6.44762 -0.74733  0.11
39 H 2.87553 -5.06963 -2.58701  0.12
40 H 3.36308 -4.03903 -1.24248  0.12

Computed properties:
E_tot in eV: -58232.17847
Highest occupied orbital energy in eV: -9.4
Orbital gap in eV: 9.8477
Total charge: 0
LUMO level in Ha: 0.01617

[8]
Molecular formula: C9H19F3NO3P2
Method: DFT, ωB97M-V with the def2-TZVPD basis set

Last column: Löwdin charge in e.
Element x y z (Å)
1 C 0.34198 1.62496 0.27868  -0.01
2 N -0.33002 0.57016 1.05841  -0.12
3 C -0.68086 -0.63916 0.34060  -0.06
4 C -1.02673 1.01456 2.13016  -0.54
5 O -0.73778 1.99030 2.76078  0.12
6 C -2.28829 0.24836 2.60905  -0.22
7 P -3.67906 0.08613 1.47573  1.07
8 P -4.09711 -1.86099 0.41766  0.62
9 O -5.53028 -1.90652 0.13470  -0.40
10 C -3.75744 1.49399 0.21439  -0.74
11 F -4.99200 1.54067 -0.27503  0.15
12 F -2.89084 1.27238 -0.77425  0.13
13 F -3.44955 2.63669 0.81925  0.16
14 H 0.62642 1.21581 -0.68558  0.08
15 H 1.25802 1.93685 0.77446  0.10
16 H -0.30043 2.49986 0.17142  0.10
17 H -1.02754 -0.42332 -0.67429  0.09
18 H -1.43473 -1.21172 0.88719  0.03
19 H 0.18748 -1.29593 0.26110  0.10
20 H -2.66743 0.83106 3.45060  0.11
21 H -2.05173 -0.75337 2.98316  0.11
22 H -4.84823 0.26531 2.21768  0.07
23 H -3.54891 -2.72311 1.38143  0.02
24 H -3.17452 -1.81754 -0.63551  0.01
25 C 3.82233 -1.27903 -2.38410  -0.16
26 C 4.86717 -0.27654 -1.89701  -0.16
27 C 4.00050 0.75111 -1.18401  -0.19
28 O 2.87897 0.02745 -0.65294  -0.18
29 C 2.84583 -1.28715 -1.21596  -0.22
30 H 4.22902 -2.26629 -2.59518  0.12
31 H 3.33420 -0.90972 -3.28794  0.12
32 H 5.54890 -0.75393 -1.19133  0.12
33 H 5.45803 0.16144 -2.69903  0.12
34 H 3.63543 1.51485 -1.87797  0.12
35 H 4.51183 1.24740 -0.35965  0.12
36 H 3.14642 -2.01257 -0.45266  0.12
37 H 1.82099 -1.51246 -1.52404  0.10

Computed properties:
E_tot in eV: -43995.55162
Highest occupied orbital energy in eV: -12.0
Orbital gap in eV: 8.0818
Total charge: +1
LUMO level in Ha: -0.14523